Formula: C36H38BN6O3P2PbS
Source: OMol25
Level of theory: ωB97M-V with the def2-TZVPD basis set

```
88
C36H38BN6O3P2PbS | OMol25 | ωB97M-V with the def2-TZVPD basis set
Pb 0.417 -0.420 0.052
C -4.216 -0.939 -0.025
C -2.992 -0.723 -0.656
N -2.007 -0.675 0.240
N -2.572 -0.872 1.448
C -3.897 -1.030 1.316
B -1.748 -0.991 2.746
N -0.930 0.307 2.954
C -0.847 1.057 4.061
C 0.006 2.118 3.813
C 0.413 1.930 2.495
N -0.154 0.837 1.990
N -0.772 -2.176 2.603
C -0.708 -3.285 3.355
C 0.347 -4.058 2.906
C 0.888 -3.324 1.851
N 0.204 -2.196 1.676
H -5.184 -1.018 -0.487
H -2.792 -0.630 -1.709
H -4.524 -1.210 2.173
H -2.469 -1.165 3.677
H -1.394 0.799 4.953
H 0.285 2.911 4.483
H 1.046 2.539 1.870
H -1.419 -3.452 4.147
H 0.677 -5.005 3.293
H 1.738 -3.542 1.224
O -0.279 -0.336 -2.607
P -0.974 0.610 -3.524
C -1.853 1.990 -2.672
P -0.801 3.091 -1.656
O 0.209 2.379 -0.825
C -1.949 4.038 -0.628
C -1.366 4.729 0.433
C -2.145 5.502 1.277
C -3.515 5.588 1.063
C -4.098 4.905 0.006
C -3.320 4.132 -0.842
C -0.084 4.271 -2.818
C 1.285 4.261 -3.057
C 1.823 5.128 -3.996
C 0.997 6.004 -4.684
C -0.369 6.029 -4.433
C -0.911 5.163 -3.497
C -2.302 -0.220 -4.432
C -2.021 -1.524 -4.841
C -2.991 -2.273 -5.484
C -4.248 -1.729 -5.712
C -4.529 -0.430 -5.314
C -3.557 0.328 -4.678
C 0.163 1.291 -4.744
C 1.499 0.916 -4.632
C 2.415 1.335 -5.585
C 1.993 2.128 -6.642
C 0.660 2.503 -6.753
C -0.260 2.080 -5.809
H -2.585 1.508 -2.019
H -2.366 2.607 -3.412
H -0.295 4.648 0.582
H -1.691 6.038 2.099
H -4.127 6.191 1.721
H -5.166 4.975 -0.154
H -3.788 3.598 -1.661
H 1.911 3.573 -2.504
H 2.887 5.118 -4.194
H 1.418 6.680 -5.417
H -1.007 6.725 -4.962
H -1.973 5.189 -3.276
H -1.040 -1.938 -4.642
H -2.772 -3.283 -5.806
H -5.010 -2.317 -6.205
H -5.508 -0.008 -5.496
H -3.785 1.344 -4.381
H 1.795 0.292 -3.797
H 3.453 1.037 -5.510
H 2.706 2.457 -7.387
H 0.336 3.115 -7.584
H -1.305 2.357 -5.906
C 4.326 1.351 2.303
S 4.257 0.255 0.858
C 4.108 1.582 -0.371
O 2.927 -0.433 0.925
H 5.247 1.931 2.255
H 4.326 0.726 3.193
H 3.452 1.997 2.301
H 4.844 2.356 -0.160
H 3.091 1.965 -0.320
H 4.293 1.158 -1.357
```

Properties
E_HOMO ... -11.3 eV
Energy relative to the best compared isomer or geometry (same formula, charge and spin) ... 0.120 eV
Total charge ... +1
Lowest unoccupied orbital energy ... -0.0591 Eh

Results of the Mulliken charge analysis, in e, for atoms 1 through 8:
1 Pb 1.48
2 C -1.52
3 C -0.68
4 N 0.25
5 N 0.04
6 C 0.00
7 B -0.08
8 N 0.02

Formula: C36H38CsINOP3S
Source: OMol25
Level of theory: ωB97M-V with the def2-TZVPD basis set

```
82
C36H38CsINOP3S | OMol25 | ωB97M-V with the def2-TZVPD basis set
Cs -0.150 -0.427 0.629
I -1.849 2.410 -1.674
C -2.182 1.971 -3.710
C -1.582 2.851 -4.569
C -1.926 2.893 -5.930
C -2.948 2.112 -6.379
C -3.587 1.191 -5.516
C -4.690 0.443 -5.990
C -5.323 -0.453 -5.183
C -4.791 -0.722 -3.911
C -3.699 -0.056 -3.410
P -2.797 -0.866 -2.005
C -2.822 -2.601 -2.593
C -1.709 -3.006 -3.326
C -1.615 -4.301 -3.816
C -2.627 -5.212 -3.555
C -3.734 -4.822 -2.817
C -3.837 -3.522 -2.344
C -4.026 -0.811 -0.663
C -3.952 -1.734 0.384
C -4.785 -1.612 1.488
C -5.690 -0.562 1.570
C -5.762 0.365 0.540
C -4.937 0.243 -0.570
C -3.140 1.021 -4.168
H -0.867 3.570 -4.187
H -1.422 3.591 -6.585
H -3.297 2.182 -7.402
H -5.020 0.611 -7.008
H -6.185 -1.006 -5.533
H -5.219 -1.534 -3.335
H -0.901 -2.304 -3.500
H -0.743 -4.603 -4.381
H -2.547 -6.230 -3.916
H -4.519 -5.535 -2.598
H -4.704 -3.234 -1.762
H -3.239 -2.547 0.346
H -4.716 -2.346 2.281
H -6.339 -0.468 2.431
H -6.467 1.186 0.594
H -5.010 0.968 -1.372
C 4.082 0.310 3.343
P 3.076 1.061 2.011
C 2.768 2.722 2.735
C 4.323 1.492 0.731
C 5.683 1.236 0.931
C 6.626 1.531 -0.040
C 6.226 2.104 -1.238
C 4.883 2.361 -1.450
C 3.916 2.052 -0.491
P 2.134 2.382 -0.850
C 2.203 4.181 -1.227
C 1.996 1.700 -2.553
H 4.877 0.950 3.730
H 4.506 -0.634 2.999
H 3.392 0.079 4.156
H 3.689 3.253 2.982
H 2.170 2.603 3.640
H 2.191 3.317 2.025
H 6.023 0.797 1.859
H 7.671 1.317 0.143
H 6.953 2.346 -2.002
H 4.580 2.809 -2.389
H 2.955 4.428 -1.977
H 2.425 4.734 -0.313
H 1.221 4.495 -1.585
H 2.712 2.126 -3.257
H 0.988 1.899 -2.920
H 2.135 0.618 -2.522
S -1.603 -5.338 1.640
C -1.128 -4.037 0.785
N -0.798 -3.076 0.200
C 1.490 -4.023 3.553
C 1.633 -2.970 2.498
C 2.406 -3.313 1.254
O 1.091 -1.886 2.605
H 2.401 -4.608 3.673
H 0.694 -4.697 3.216
H 1.186 -3.573 4.495
H 3.280 -3.930 1.460
H 2.697 -2.401 0.733
H 1.736 -3.888 0.608
```

Properties
E_HOMO ... -7.1 eV
Energy relative to the best compared isomer or geometry (same formula, charge and spin) ... 0.112 eV
Total charge ... 0
Lowest unoccupied orbital energy ... -0.0008 Eh

Results of the Mulliken charge analysis, in e, for atoms 1 through 8:
1 Cs 1.27
2 I 0.07
3 C -0.82
4 C -0.27
5 C -0.95
6 C -0.74
7 C 0.90
8 C -0.75

Formula: C36H38N6O9
Source: OMol25
Level of theory: ωB97M-V with the def2-TZVPD basis set

```
89
C36H38N6O9 | OMol25 | ωB97M-V with the def2-TZVPD basis set
C -4.250 0.872 -2.556
C -2.705 0.742 -2.112
C -2.511 -0.636 -1.306
C -3.751 -0.771 -0.311
C -1.102 -0.758 -0.597
C -0.082 -0.055 -1.586
N 0.624 0.465 -2.324
C -0.549 -2.243 -0.416
C -1.590 -3.387 -0.631
C -2.463 -3.989 0.374
C -3.434 -5.048 -0.027
C -3.558 -5.548 -1.393
C -4.568 -6.635 -1.883
C -2.638 -4.974 -2.417
C -1.706 -3.926 -2.022
C -0.953 0.033 0.771
C 0.611 0.199 0.999
N 1.736 0.403 1.041
C -1.499 -0.701 2.069
C -2.518 0.186 2.927
O -2.744 -0.497 4.189
O -1.498 1.373 0.758
N -0.539 2.368 0.879
O -1.009 3.344 0.420
H -4.880 1.396 -1.797
H -4.249 1.426 -3.540
H -4.633 -0.162 -2.808
H -2.496 1.647 -1.488
H -2.141 0.730 -3.091
H -2.691 -1.425 -2.097
H -3.555 -1.512 0.522
H -3.965 0.207 0.219
H -4.669 -1.169 -0.831
H -0.046 -2.431 0.577
H 0.263 -2.413 -1.185
H -2.406 -3.661 1.437
H -4.118 -5.474 0.750
H -5.414 -6.134 -2.445
H -4.019 -7.249 -2.660
H -4.977 -7.288 -1.072
H -2.670 -5.348 -3.467
H -1.022 -3.503 -2.808
H -0.628 -0.875 2.773
H -1.956 -1.707 1.894
H -2.043 1.167 3.223
H -3.485 0.355 2.374
H -2.595 -1.443 4.021
C 4.214 1.190 -1.772
C 4.541 -0.018 -1.169
C 5.820 -0.538 -1.305
C 6.766 0.162 -2.043
C 6.446 1.367 -2.656
C 5.163 1.880 -2.518
N 8.125 -0.374 -2.166
O 8.365 -1.444 -1.629
O 8.939 0.280 -2.792
H 3.215 1.596 -1.659
H 3.798 -0.552 -0.589
H 6.063 -1.480 -0.830
H 7.179 1.913 -3.236
H 4.903 2.820 -2.989
C -3.058 6.854 0.565
C -3.419 5.519 0.704
C -4.398 4.975 -0.113
C -5.008 5.775 -1.070
C -4.661 7.112 -1.212
C -3.682 7.651 -0.388
N -6.026 5.195 -1.952
O -6.319 4.022 -1.787
O -6.518 5.915 -2.802
H -2.288 7.275 1.202
H -2.932 4.901 1.449
H -4.671 3.933 0.003
H -5.138 7.740 -1.953
H -3.400 8.692 -0.492
C 7.175 -1.658 2.025
C 6.666 -0.394 2.298
C 6.066 -0.135 3.522
C 5.986 -1.150 4.468
C 6.486 -2.418 4.201
C 7.082 -2.670 2.973
N 5.375 -0.874 5.773
O 4.930 0.244 5.966
O 5.351 -1.777 6.590
H 7.649 -1.856 1.068
H 6.739 0.391 1.554
H 5.672 0.853 3.724
H 6.421 -3.212 4.935
H 7.478 -3.655 2.756
```

Properties
E_HOMO ... -9.4 eV
Total charge ... 0
Lowest unoccupied orbital energy ... -0.0271 Eh
Structure (SMILES) ... CC[C@H](C)[C@](C#N)(Cc1ccc(C)cc1)[C@](C#N)(CCO)ON=O.O=[N+]([O-])c1ccccc1.O=[N+]([O-])c1ccccc1.O=[N+]([O-])c1ccccc1

Results of the Mulliken charge analysis, in e, for atoms 1 through 8:
1 C -1.16
2 C -0.09
3 C -0.53
4 C -1.00
5 C 2.05
6 C -0.67
7 N -0.66
8 C -0.67

Formula: C36H39As2CuF4N2O8PS2
Source: OMol25
Level of theory: ωB97M-V with the def2-TZVPD basis set

```
95
C36H39As2CuF4N2O8PS2 | OMol25 | ωB97M-V with the def2-TZVPD basis set
Cu 1.140 -1.627 0.546
C -0.978 -3.814 0.408
N 0.094 -3.257 1.246
C 1.091 -4.306 1.523
C -0.485 -2.714 2.496
C 0.579 -2.026 3.330
N 1.483 -1.321 2.422
C 2.742 -1.074 2.913
C 3.880 -1.246 2.114
F 3.719 -1.759 0.873
C 5.152 -0.941 2.547
F 6.181 -1.132 1.707
C 5.383 -0.472 3.825
C 4.281 -0.317 4.643
F 4.441 0.156 5.887
C 3.002 -0.600 4.207
F 1.968 -0.328 5.026
H -1.494 -4.610 0.957
H -0.541 -4.223 -0.499
H -1.684 -3.027 0.155
H 0.620 -5.138 2.058
H 1.905 -3.905 2.122
H 1.492 -4.668 0.578
H -0.976 -3.517 3.059
H -1.251 -1.999 2.196
H 1.134 -2.758 3.931
H 0.074 -1.365 4.040
H 6.378 -0.238 4.171
C 0.723 5.432 1.807
O -0.053 5.024 2.938
C -0.834 3.932 2.942
O -1.377 3.601 3.963
C -0.948 3.069 1.718
C -1.572 3.440 0.599
As -1.694 2.540 -1.205
C -3.660 2.477 -1.351
C -1.344 0.917 -0.167
C -0.097 0.835 0.332
As -0.188 1.260 2.245
C 1.594 2.029 2.556
C 1.127 1.400 -0.300
O 1.286 2.487 -0.782
O 2.114 0.497 -0.114
C 3.438 0.895 -0.531
C -2.453 0.205 0.548
O -2.550 -1.000 0.552
O -3.315 1.011 1.166
C -4.379 0.354 1.866
C -2.223 4.771 0.432
O -2.471 5.233 -0.660
O -2.520 5.386 1.575
C -3.101 6.691 1.444
H 0.677 6.517 1.779
H 0.358 5.021 0.869
H 1.758 5.123 1.954
H -3.939 3.087 -2.207
H -4.138 2.865 -0.456
H -3.983 1.451 -1.523
H 1.827 2.782 1.806
H 2.348 1.249 2.540
H 1.577 2.487 3.545
H 3.864 1.538 0.238
H 3.379 1.409 -1.485
H 4.003 -0.025 -0.633
H -5.041 1.148 2.196
H -3.982 -0.188 2.723
H -4.896 -0.340 1.206
H -3.211 7.061 2.458
H -4.068 6.624 0.949
H -2.447 7.339 0.864
S 1.865 0.237 -3.559
P 0.972 -1.442 -3.139
S 1.553 -2.544 -1.490
C 1.137 -2.639 -4.514
C 0.783 -2.174 -5.781
C 0.862 -3.011 -6.882
C 1.306 -4.319 -6.730
C 1.667 -4.782 -5.477
C 1.579 -3.948 -4.368
C -0.841 -1.228 -3.088
C -1.411 -0.043 -3.536
C -2.795 0.078 -3.607
C -3.610 -0.973 -3.211
C -3.041 -2.160 -2.767
C -1.663 -2.289 -2.720
H 0.460 -1.148 -5.902
H 0.583 -2.640 -7.860
H 1.374 -4.971 -7.591
H 2.022 -5.798 -5.355
H 1.860 -4.318 -3.392
H -0.767 0.780 -3.821
H -3.232 1.000 -3.970
H -4.688 -0.874 -3.264
H -3.673 -2.984 -2.458
H -1.215 -3.219 -2.394
```

Properties
Expectation value of S² ... 0.7534
E_HOMO (alpha / beta) ... -8.1 / -8.0 eV
Energy relative to the best compared isomer or geometry (same formula, charge and spin) ... 0.000 eV
Total charge ... 0
Lowest unoccupied orbital energy (alpha / beta) ... -0.0197 / -0.0488 Eh
2S+1 ... 2

Results of the Mulliken charge analysis, in e, for atoms 1 through 8:
1 Cu -0.77
2 C -0.90
3 N 1.12
4 C -1.17
5 C -0.16
6 C -1.38
7 N 2.54
8 C -1.01

Formula: C36H39CoN4O4PSe2
Source: OMol25
Level of theory: ωB97M-V with the def2-TZVPD basis set

```
87
C36H39CoN4O4PSe2 | OMol25 | ωB97M-V with the def2-TZVPD basis set
Co -0.224 -0.480 0.246
C 2.754 4.174 1.292
C 2.703 3.794 -0.169
C 3.545 4.469 -1.053
C 3.567 4.185 -2.408
C 2.714 3.222 -2.926
C 1.868 2.543 -2.069
C 1.855 2.809 -0.695
P 0.710 1.706 0.204
C 1.138 1.639 1.965
C 0.053 1.878 2.961
C 0.542 1.867 4.366
C 1.757 1.380 4.700
C 2.644 0.918 3.700
C 2.330 1.046 2.337
C 3.322 0.519 1.324
C -0.874 2.591 0.088
C -0.992 3.977 0.208
C -2.239 4.579 0.184
C -3.376 3.785 0.059
C -3.258 2.411 -0.091
C -2.005 1.790 -0.124
C -1.872 0.321 -0.427
H 3.065 5.215 1.395
H 3.475 3.556 1.833
H 1.791 4.048 1.783
H 4.199 5.240 -0.659
H 4.249 4.718 -3.058
H 2.720 2.991 -3.983
H 1.211 1.774 -2.461
H -0.437 2.831 2.743
H -0.136 2.228 5.133
H 2.058 1.346 5.740
H 3.601 0.495 3.982
H 4.345 0.627 1.687
H 3.253 0.996 0.350
H 3.140 -0.546 1.153
H -0.100 4.583 0.323
H -2.327 5.655 0.269
H -4.358 4.242 0.062
H -4.149 1.803 -0.205
H -1.752 0.200 -1.510
H -2.772 -0.219 -0.128
C -4.455 -3.152 -1.023
Se -2.519 -3.332 -1.131
C -2.284 -4.218 0.606
C -1.025 -5.072 0.600
Se 0.484 -4.047 -0.123
C 1.539 -5.565 -0.725
H -4.773 -2.701 -1.960
H -4.734 -2.512 -0.188
H -4.912 -4.133 -0.914
H -3.164 -4.836 0.783
H -2.234 -3.455 1.384
H -1.144 -5.934 -0.055
H -0.778 -5.414 1.604
H 1.868 -6.167 0.118
H 2.402 -5.159 -1.246
H 0.942 -6.161 -1.412
N -2.744 1.117 4.586
C -1.767 0.327 4.069
C -1.192 0.766 2.758
N -0.757 -0.354 1.986
C -0.334 -1.436 2.666
C -0.593 -1.603 4.004
N -1.431 -0.756 4.685
H -2.841 2.068 4.273
H -3.063 0.892 5.514
H -1.959 1.300 2.204
H 0.171 -2.207 2.091
H -0.223 -2.460 4.549
O 2.784 -0.654 -2.129
C 1.638 -1.076 -2.145
O 0.849 -1.160 -1.135
C 1.043 -1.607 -3.433
C 1.866 -1.907 -4.512
C 1.329 -2.427 -5.684
C -0.033 -2.655 -5.785
C -0.837 -2.351 -4.699
C -0.324 -1.828 -3.529
N -2.289 -2.598 -4.797
O -2.727 -2.996 -5.858
O -2.969 -2.389 -3.812
H 2.929 -1.730 -4.408
H 1.973 -2.653 -6.523
H -0.478 -3.066 -6.680
H -0.973 -1.604 -2.697
```

Properties
Expectation value of S² ... 0.7951
E_HOMO (alpha / beta) ... -6.8 / -6.6 eV
Energy relative to the best compared isomer or geometry (same formula, charge and spin) ... 4.329 eV
Total charge ... 0
Lowest unoccupied orbital energy (alpha / beta) ... -0.0671 / -0.0642 Eh
2S+1 ... 2

Results of the Mulliken charge analysis, in e, for atoms 1 through 8:
1 Co -1.93
2 C -1.57
3 C 2.17
4 C -0.81
5 C -0.72
6 C -0.96
7 C -1.32
8 C 1.18

- The highest total charge belongs to which entry?
  C36H38BN6O3P2PbS

- Number 3 is which compound?
  C36H38N6O9

- The highest total charge belongs to which entry?
  C36H38BN6O3P2PbS